Record 1
# C33H55As5F39N10O9S3

C33H55As5F39N10O9S3 as an isolated structure in a non-equilibrium geometry (ωB97M-V/def2-TZVPD, the Open Molecules 2025 dataset).

Structure (ORCA input):
```
! wB97M-V def2-TZVPD RIJCOSX def2/J DEFGRID3
* xyz -3 1
C 5.509 -1.776 -8.343
C 4.076 -2.270 -8.261
N 3.245 -1.492 -7.285
C 2.643 -0.225 -7.391
C 1.853 -0.114 -6.330
N 2.017 -1.209 -5.557
C 2.894 -2.032 -6.186
C 1.154 -1.687 -4.428
H 6.058 -2.214 -7.564
H 5.573 -0.758 -8.636
H 5.897 -2.376 -9.222
H 4.028 -3.336 -7.930
H 3.593 -2.191 -9.209
H 2.769 0.401 -8.230
H 1.223 0.674 -6.051
H 3.166 -3.057 -5.970
H 0.393 -2.278 -4.885
H 0.753 -0.788 -3.955
H 1.819 -2.251 -3.750
C 3.482 4.559 -4.135
C 3.136 5.299 -2.833
N 2.739 4.413 -1.779
C 3.565 3.407 -1.241
C 2.837 2.827 -0.254
N 1.675 3.574 -0.160
C 1.659 4.552 -0.995
C 0.578 3.460 0.767
H 2.615 4.016 -4.561
H 4.362 3.927 -4.098
H 3.798 5.357 -4.748
H 2.290 6.065 -2.979
H 4.039 5.802 -2.553
H 4.519 3.156 -1.713
H 3.031 2.026 0.457
H 0.797 5.261 -1.166
H 0.560 2.543 1.260
H -0.356 3.544 0.207
H 0.617 4.287 1.496
C -1.123 -1.459 7.470
C -1.304 -2.323 6.218
N -0.374 -3.449 6.201
C 1.000 -3.370 6.051
C 1.485 -4.621 5.944
N 0.412 -5.435 6.168
C -0.675 -4.709 6.325
C 0.415 -6.882 6.320
H -0.040 -1.259 7.572
H -1.445 -2.034 8.347
H -1.668 -0.527 7.329
H -1.104 -1.728 5.326
H -2.312 -2.691 6.137
H 1.455 -2.342 5.802
H 2.528 -4.947 5.734
H -1.575 -5.169 6.535
H 1.045 -7.134 7.143
H 0.868 -7.294 5.397
H -0.641 -7.186 6.486
C -3.529 -1.627 0.870
C -2.517 -0.728 0.168
N -1.119 -1.026 0.367
C -0.111 -0.433 -0.375
C 1.060 -0.920 0.108
N 0.692 -1.953 1.013
C -0.621 -1.982 1.146
C 1.642 -2.789 1.698
H -4.469 -1.279 0.478
H -3.537 -1.568 1.961
H -3.534 -2.684 0.647
H -2.758 0.257 0.580
H -2.739 -0.628 -0.938
H -0.396 0.462 -0.959
H 2.129 -0.640 -0.195
H -1.226 -2.686 1.640
H 2.640 -2.355 1.578
H 1.570 -3.769 1.261
H 1.384 -2.881 2.799
C -2.854 5.082 3.211
C -2.179 4.022 2.358
N -2.704 3.971 0.988
C -2.445 4.866 -0.061
C -3.168 4.397 -1.100
N -3.830 3.317 -0.749
C -3.551 3.018 0.530
C -4.743 2.559 -1.580
H -2.470 5.045 4.265
H -3.892 4.819 3.173
H -2.763 6.072 2.890
H -2.305 3.047 2.836
H -1.156 4.175 2.197
H -1.904 5.842 -0.020
H -3.152 4.738 -2.163
H -4.020 2.243 1.044
H -4.321 2.266 -2.548
H -5.686 3.160 -1.673
H -4.938 1.690 -0.976
C 0.373 -6.542 10.526
F 1.216 -7.063 9.535
F -0.323 -7.614 10.923
F 1.196 -6.132 11.451
S -0.855 -5.248 9.784
O -1.664 -4.755 10.898
O 0.011 -4.198 9.139
O -1.589 -6.064 8.857
C -0.730 3.745 -4.074
F -0.584 4.721 -3.145
F -1.885 4.014 -4.708
F 0.255 3.847 -4.971
S -0.831 2.121 -3.296
O -0.457 1.290 -4.412
O 0.220 2.295 -2.281
O -2.222 1.966 -2.812
C -3.397 -5.543 2.035
F -3.216 -6.746 1.563
F -3.489 -4.733 0.905
F -4.584 -5.344 2.572
S -1.983 -4.969 3.036
O -2.181 -5.713 4.252
O -0.833 -5.314 2.236
O -2.258 -3.505 3.103
As 5.016 -0.433 -3.273
F 5.040 1.278 -3.818
F 3.297 -0.298 -3.237
F 4.965 -2.083 -2.789
F 6.812 -0.509 -3.368
F 5.231 0.074 -1.650
F 4.909 -0.960 -4.930
As 1.798 -5.136 -9.214
F 1.812 -6.784 -8.585
F 3.565 -5.311 -9.415
F 1.870 -3.452 -9.722
F 0.060 -5.101 -8.949
F 1.987 -4.529 -7.559
F 1.533 -5.578 -10.856
As -7.636 3.281 0.696
F -7.372 2.154 -0.540
F -9.132 3.853 -0.019
F -7.702 4.385 2.086
F -6.008 2.740 1.192
F -6.855 4.533 -0.247
F -8.348 2.124 1.736
As 0.819 8.178 -0.601
F -0.708 8.997 -0.070
F 1.388 9.701 -1.420
F 2.305 7.379 -0.976
F 0.177 6.679 0.156
F 0.199 7.593 -2.048
F 1.542 8.664 0.935
As 0.718 0.674 3.548
F 1.064 2.370 3.401
F -0.633 0.692 2.268
F 0.490 -1.095 3.660
F 2.094 0.413 4.666
F -0.453 0.907 4.795
F 1.934 0.451 2.267
*
```

Computed properties:
HOMO-LUMO gap = 9.81 eV
HOMO = -5.15 eV

=====

Record 2
# C7H22O6

A 6-piece molecular cluster, C7H22O6 overall in a non-equilibrium geometry (ωB97M-V/def2-TZVPD, the Open Molecules 2025 dataset).

Structure (ORCA input):
```
! wB97M-V def2-TZVPD RIJCOSX def2/J DEFGRID3
* xyz 0 1
C 2.336 2.720 1.172
C 2.618 1.387 0.470
C 1.751 0.298 1.058
C 0.889 -0.392 0.318
C -0.070 -1.435 0.770
C -1.377 -1.287 0.551
C -2.445 -2.235 1.001
O -1.892 -0.251 -0.144
H 2.593 2.672 2.232
H 1.278 3.015 1.082
H 2.891 3.527 0.703
H 2.439 1.492 -0.594
H 3.652 1.106 0.672
H 1.925 0.139 2.128
H 0.964 -0.238 -0.748
H 0.334 -2.275 1.316
H -3.314 -2.053 0.369
H -2.732 -2.154 2.060
H -2.166 -3.269 0.838
H -1.223 0.430 -0.323
O -1.697 -0.829 -3.272
H -2.544 -0.361 -3.259
H -1.590 -1.259 -2.412
O -1.073 2.378 -0.841
H -0.638 2.371 -1.711
H -0.311 2.265 -0.258
O -0.507 -0.002 3.694
H 0.004 0.769 3.979
H -0.241 -0.100 2.768
O 0.249 1.084 -2.925
H -0.513 0.688 -3.385
H 0.844 0.328 -2.888
O -0.107 -2.503 -1.672
H -0.091 -3.396 -2.032
H -0.236 -2.631 -0.719
*
```

Computed properties:
HOMO-LUMO gap = 9.34 eV
SMILES = CC/C=C/C=C(/C)O.O.O.O.O.O
HOMO = -8.82 eV

=====

Record 3
# C34H37AsBrCoN5O3

C34H37AsBrCoN5O3 as an isolated structure in a non-equilibrium geometry (ωB97M-V/def2-TZVPD, the Open Molecules 2025 dataset).

Structure (ORCA input):
```
! wB97M-V def2-TZVPD RIJCOSX def2/J DEFGRID3
* xyz 0 2
Co -1.125 0.166 -0.442
C -2.088 1.659 -4.291
C -2.167 1.207 -2.872
N -1.523 0.187 -2.422
N -0.830 -0.620 -3.231
C -0.064 -1.431 -2.523
O 0.095 -1.317 -1.267
C 0.605 -2.521 -3.271
C 1.864 -2.975 -2.896
C 2.455 -4.033 -3.568
C 1.789 -4.652 -4.616
C 0.542 -4.186 -5.011
C -0.045 -3.122 -4.347
C -2.996 1.866 -1.870
C -3.744 3.009 -2.133
C -4.515 3.562 -1.127
C -4.530 2.958 0.116
C -3.740 1.836 0.305
N -2.999 1.294 -0.650
H -1.610 0.883 -4.882
H -1.494 2.572 -4.365
H -3.081 1.868 -4.694
H 2.384 -2.481 -2.086
H 3.445 -4.369 -3.285
H 2.244 -5.486 -5.133
H 0.031 -4.644 -5.848
H -1.015 -2.750 -4.648
H -3.709 3.461 -3.114
H -5.091 4.460 -1.305
H -5.105 3.355 0.939
H -3.701 1.354 1.271
Br 2.036 2.635 -2.275
C 1.613 4.090 -1.120
C 2.441 5.197 -1.279
C 2.228 6.345 -0.540
C 1.186 6.401 0.370
C 0.374 5.297 0.543
C 0.561 4.123 -0.187
C -0.427 3.003 0.134
O -1.340 3.234 0.928
O -0.206 1.890 -0.443
H 3.249 5.149 -1.995
H 2.874 7.201 -0.685
H 1.010 7.305 0.939
H -0.443 5.301 1.252
C 3.721 -1.339 1.529
C 2.970 -2.550 0.983
As 1.012 -2.477 1.298
C 0.637 -4.215 0.423
C -0.842 -4.363 0.070
C 1.112 -3.113 3.189
C -0.222 -3.606 3.744
H 4.782 -1.389 1.274
H 3.632 -1.270 2.615
H 3.315 -0.421 1.101
H 3.369 -3.476 1.406
H 3.110 -2.600 -0.098
H 0.960 -5.036 1.069
H 1.237 -4.255 -0.487
H -1.033 -5.280 -0.491
H -1.167 -3.519 -0.539
H -1.455 -4.383 0.975
H 1.449 -2.254 3.778
H 1.870 -3.895 3.287
H -1.000 -2.848 3.609
H -0.152 -3.831 4.810
H -0.548 -4.514 3.234
N -1.980 0.096 3.709
C -2.189 -0.251 2.418
N -1.180 0.045 1.647
C -0.228 0.629 2.471
C 1.048 1.112 2.191
C 1.780 1.622 3.241
C 1.272 1.657 4.548
C 0.011 1.183 4.843
C -0.723 0.668 3.782
H -2.616 -0.035 4.474
H -3.089 -0.750 2.094
H 1.428 1.087 1.180
H 2.774 2.009 3.057
H 1.887 2.062 5.341
H -0.390 1.217 5.848
*
```

Computed properties:
HOMO-LUMO gap (alpha / beta) = 7.63 / 7.52 eV
HOMO (alpha / beta) = -7.81 / -7.82 eV
Expectation value of S² = 0.761

=====

It is found that the relative energy (zero: lowest compared OMol25 entry of this formula, charge and spin) values, taken in the order of the records, are 0.000; 0.642; 1.087 eV.
It is found that the DFT total energy values, taken in the order of the records, are -18784.32833; -731.32035; -8009.91632 a.u..